Entry 1:
{"formula": "C15H34N3O10S", "method": "the ωB97M-V functional and the def2-TZVPD basis", "energy_ev": -51876.00342, "homo_energy_ev": -12.333, "max_force_ev_per_a": 6.9, "relative_energy_ev": 1.445, "charge": 1, "species": ["S", "O", "O", "O", "O", "O", "O", "O", "O", "O", "O", "N", "N", "N", "C", "C", "C", "C", "C", "C", "C", "C", "C", "C", "C", "C", "C", "C", "C", "H", "H", "H", "H", "H", "H", "H", "H", "H", "H", "H", "H", "H", "H", "H", "H", "H", "H", "H", "H", "H", "H", "H", "H", "H", "H", "H", "H", "H", "H", "H", "H", "H", "H"], "xyz": [[-3.249, -0.510, -0.417], [0.398, 1.117, -6.779], [4.052, 5.714, 2.439], [1.203, 1.573, 2.533], [-3.054, 0.566, 0.606], [3.948, 3.914, 3.806], [-3.037, 0.072, -1.782], [4.247, 5.866, 4.687], [-2.828, -2.974, -0.574], [0.117, -0.873, -5.742], [2.105, -0.311, -6.389], [-1.254, -2.369, -2.425], [-2.125, -1.841, -0.167], [0.050, -1.085, -0.858], [-2.757, -3.583, 2.786], [-1.277, -0.579, -5.628], [0.831, 0.086, -6.349], [-5.011, -1.062, -0.213], [0.839, -1.451, 1.550], [0.225, -0.474, 0.486], [4.402, 7.278, 4.546], [2.988, 0.622, -7.016], [-3.529, -4.134, 1.509], [0.374, 0.594, 3.183], [3.762, 3.096, 2.653], [4.080, 5.217, 3.533], [0.885, -0.876, 3.022], [-1.041, -1.730, -1.150], [-2.513, -4.104, 0.280], [-1.732, -0.465, -6.611], [0.213, -1.520, 3.649], [5.288, 7.510, 3.955], [-0.713, 0.693, 2.904], [2.999, 1.567, -6.472], [1.922, -0.949, 3.441], [2.704, 0.781, -8.057], [0.580, 2.240, 2.214], [-1.446, -4.152, 0.597], [-1.432, 0.318, -5.027], [0.409, 0.829, 4.286], [3.988, 0.194, -6.990], [-0.848, -3.313, -2.401], [3.666, 2.067, 2.990], [-4.444, -3.530, 1.274], [-5.209, -2.052, -0.678], [-1.676, -3.376, 2.586], [3.513, 7.720, 4.094], [0.766, -1.018, -1.582], [4.529, 7.695, 5.543], [0.364, -2.470, 1.547], [-1.751, -1.420, -5.123], [-0.687, -1.838, -3.099], [-3.877, -5.187, 1.681], [-2.756, -5.017, -0.331], [-3.196, -2.622, 3.154], [2.849, 3.374, 2.128], [4.625, 3.165, 1.989], [0.947, 0.375, 0.361], [1.906, -1.634, 1.240], [-0.729, -0.020, 0.837], [-5.612, -0.259, -0.697], [-2.811, -4.375, 3.573], [-5.180, -1.067, 0.896]], "forces_ev_per_a": [[-0.9, 6.8, -1.1], [-0.1, 0.0, 0.1], [0.0, 0.0, -0.1], [-1.0, -0.7, -0.4], [0.1, -3.4, -1.3], [0.0, 0.0, 0.0], [-0.2, -2.6, 2.5], [0.0, -0.2, -0.1], [0.3, -1.0, 0.1], [0.0, -0.2, 0.2], [-0.2, -0.1, 0.2], [1.5, 1.1, 1.5], [1.0, -0.2, -1.1], [-1.7, -0.4, 0.7], [-0.6, -0.2, 0.1], [-0.4, 0.1, 0.1], [0.4, 0.0, -0.1], [0.5, -0.7, 0.5], [1.1, -0.4, -0.4], [0.8, 1.2, 1.0], [0.1, 0.4, 0.1], [0.4, 0.2, -0.2], [1.5, 0.3, 0.1], [-0.2, -0.3, 1.5], [0.2, -0.2, -0.2], [0.1, 0.0, 0.3], [-0.5, 0.4, -0.2], [-0.4, -0.5, -1.2], [-2.1, -1.4, 0.6], [0.1, 0.1, 0.1], [0.6, 0.7, -0.4], [-0.1, 0.0, -0.1], [1.0, -0.1, 0.0], [-0.1, 0.0, -0.1], [-0.9, 0.0, -0.5], [-0.1, 0.1, 0.1], [0.4, 0.1, 0.0], [-0.8, 0.3, -0.3], [0.0, 0.1, -0.2], [-0.1, -0.4, -0.9], [-0.2, -0.2, 0.1], [-0.6, 0.1, 0.0], [0.0, 0.2, 0.2], [0.9, -0.5, 0.1], [0.3, 0.8, 0.3], [-0.9, -0.3, 0.0], [0.1, -0.1, -0.1], [-0.1, 0.0, 0.4], [0.0, -0.3, 0.0], [0.1, 1.0, -0.1], [0.2, -0.1, -0.1], [-0.3, -0.3, 0.0], [0.4, 1.0, -0.2], [0.5, 1.1, 0.1], [0.3, -0.9, -0.1], [0.2, 0.1, 0.0], [-0.1, 0.2, 0.0], [-0.7, -0.8, 0.1], [-1.0, 0.1, 0.2], [0.6, -0.5, -0.5], [0.8, -0.4, 0.3], [0.1, 1.0, -0.4], [0.2, -0.1, -1.1]]}

***

Entry 2:
{"formula": "C21H27AuN3OSb2Se4Si", "method": "the ωB97M-V functional and the def2-TZVPD basis", "energy_ev": -314758.16415, "homo_energy_ev": -10.879, "max_force_ev_per_a": 0.9, "relative_energy_ev": 1.176, "charge": 1, "species": ["Au", "Sb", "Sb", "Se", "Se", "Se", "Se", "Si", "O", "N", "N", "N", "C", "C", "C", "C", "C", "C", "C", "C", "C", "C", "C", "C", "C", "C", "C", "C", "C", "C", "C", "C", "C", "H", "H", "H", "H", "H", "H", "H", "H", "H", "H", "H", "H", "H", "H", "H", "H", "H", "H", "H", "H", "H", "H", "H", "H", "H", "H", "H"], "xyz": [[0.192, -0.233, 0.680], [-5.028, -0.876, 3.006], [0.432, 1.321, -2.593], [-5.853, 1.273, 3.237], [-2.478, -0.359, 2.373], [-2.109, -1.022, 4.439], [-5.712, -3.072, 3.162], [-1.991, -2.974, 0.557], [-1.437, -1.478, 1.220], [1.741, -1.205, -1.600], [-1.496, 1.994, -0.402], [1.576, 1.274, 0.315], [-2.662, 3.014, 1.451], [2.282, -2.424, -1.688], [-3.847, 1.151, -1.621], [0.637, -1.560, -3.690], [1.648, 1.863, -0.897], [-1.476, 1.378, -1.588], [-3.558, -2.580, -0.379], [2.560, 2.876, -1.127], [1.194, -2.828, -3.779], [2.250, 0.982, 2.641], [-3.880, 1.817, -0.410], [-2.683, 2.238, 0.166], [3.159, -2.847, -0.548], [2.380, 1.665, 1.316], [2.038, -3.259, -2.774], [-2.181, -4.182, 1.947], [-2.623, 0.942, -2.236], [3.313, 2.679, 1.122], [-0.633, -3.444, -0.601], [0.949, -0.777, -2.586], [3.408, 3.292, -0.108], [-0.517, -2.721, -1.408], [2.504, -0.076, 2.550], [-4.208, -1.868, 0.133], [2.606, 3.339, -2.103], [0.319, -3.556, -0.080], [1.225, 1.048, 3.010], [-0.871, -4.410, -1.057], [3.949, 2.974, 1.944], [-2.714, -3.763, 2.800], [3.391, -3.909, -0.590], [-3.502, 2.749, 2.092], [-2.726, 4.084, 1.244], [2.494, -4.238, -2.815], [-3.312, -2.150, -1.352], [-4.819, 2.025, 0.086], [4.097, -2.289, -0.572], [-4.764, 0.824, -2.094], [-2.563, 0.459, -3.204], [-1.201, -4.518, 2.288], [0.981, -3.465, -4.628], [-2.738, -5.058, 1.607], [-1.726, 2.838, 1.979], [2.673, -2.623, 0.405], [4.127, 4.082, -0.277], [0.007, -1.175, -4.482], [2.913, 1.434, 3.375], [-4.154, -3.479, -0.547]], "forces_ev_per_a": [[0.0, 0.1, -0.1], [0.2, -0.1, 0.2], [0.0, 0.0, 0.0], [0.0, 0.1, 0.0], [0.4, 0.1, -0.8], [-0.2, -0.2, 0.4], [0.0, -0.1, 0.0], [0.0, 0.1, -0.1], [-0.3, 0.3, 0.3], [0.0, 0.0, -0.1], [-0.3, 0.2, -0.2], [-0.1, -0.2, 0.1], [0.0, 0.0, 0.0], [0.0, 0.0, 0.1], [-0.1, 0.0, 0.0], [0.0, 0.0, 0.0], [0.0, -0.1, 0.0], [0.2, -0.1, 0.1], [0.0, -0.1, 0.1], [0.1, 0.1, 0.0], [0.0, 0.0, 0.0], [0.0, 0.0, 0.0], [0.0, 0.0, 0.0], [0.1, 0.0, 0.1], [0.0, 0.0, 0.0], [0.1, 0.1, 0.1], [0.0, 0.0, 0.0], [0.0, 0.0, 0.0], [0.0, -0.1, 0.0], [-0.1, 0.0, 0.0], [-0.1, -0.2, 0.0], [0.1, 0.1, 0.0], [0.0, 0.0, 0.0], [0.0, 0.1, 0.0], [0.0, 0.0, 0.0], [0.0, 0.0, 0.0], [0.0, 0.0, 0.0], [0.0, 0.0, 0.0], [0.0, 0.0, 0.0], [0.0, 0.0, 0.0], [0.0, 0.0, 0.0], [0.0, 0.0, 0.0], [0.0, 0.0, 0.0], [0.0, 0.0, 0.0], [0.0, 0.0, 0.0], [0.0, 0.0, 0.0], [0.0, 0.0, 0.0], [0.0, 0.0, 0.0], [0.0, 0.0, 0.0], [0.0, 0.0, 0.0], [0.0, 0.0, 0.0], [0.0, 0.0, 0.0], [0.0, 0.0, 0.0], [0.0, 0.0, 0.0], [0.0, 0.0, 0.0], [0.0, 0.0, -0.1], [0.0, 0.0, 0.0], [0.0, 0.0, 0.0], [0.0, 0.0, 0.0], [0.0, 0.0, 0.0]]}

***

Entry 3:
{"formula": "C29H49BrClN6O5W", "method": "the ωB97M-V functional and the def2-TZVPD basis", "energy_ev": -134432.24587, "homo_energy_ev": [-7.897, -10.528], "spin_multiplicity": 3, "max_force_ev_per_a": 0.7, "relative_energy_ev": 0.260, "charge": 1, "species": ["W", "Br", "Cl", "O", "O", "O", "O", "O", "N", "N", "N", "N", "N", "N", "C", "C", "C", "C", "C", "C", "C", "C", "C", "C", "C", "C", "C", "C", "C", "C", "C", "C", "C", "C", "C", "C", "C", "C", "C", "C", "C", "C", "C", "H", "H", "H", "H", "H", "H", "H", "H", "H", "H", "H", "H", "H", "H", "H", "H", "H", "H", "H", "H", "H", "H", "H", "H", "H", "H", "H", "H", "H", "H", "H", "H", "H", "H", "H", "H", "H", "H", "H", "H", "H", "H", "H", "H", "H", "H", "H", "H", "H"], "xyz": [[0.748, 0.375, 0.320], [-1.620, 5.452, -1.459], [5.598, -1.018, 0.060], [2.693, -0.202, -0.660], [-3.317, -1.580, 0.969], [1.062, -1.132, 1.520], [-1.394, -0.683, 0.213], [2.614, 1.133, 1.018], [-3.372, 0.495, 0.297], [0.064, -0.489, -2.188], [1.537, -2.885, -0.812], [-2.909, 1.678, -0.271], [0.033, 1.417, 1.490], [0.893, 2.250, -1.067], [1.999, 2.646, -1.709], [2.806, -3.058, 4.977], [2.493, -4.350, 7.122], [1.042, 4.768, -2.254], [3.360, -1.795, 2.916], [0.588, -3.381, 5.785], [0.066, -2.718, 4.696], [0.806, 3.562, 2.326], [-1.176, 0.193, -2.603], [0.009, 2.296, 2.648], [0.653, 1.555, 3.823], [-2.585, -0.583, 0.478], [1.959, -3.585, 5.945], [0.763, -3.718, 0.090], [-2.715, -2.883, 1.040], [1.089, -0.141, -3.192], [-0.102, 4.348, -1.598], [2.344, -2.372, 3.866], [0.357, -1.599, 2.554], [-1.426, -2.540, 4.601], [-0.221, -1.949, -2.285], [-0.141, 3.098, -1.015], [3.319, 0.460, 0.205], [-1.435, 2.661, 2.988], [2.111, 3.888, -2.305], [0.975, -2.872, -2.148], [4.817, 0.556, 0.269], [2.922, -3.325, -0.827], [0.939, -2.215, 3.681], [3.878, -3.175, 5.100], [3.513, -2.677, -1.472], [5.158, 1.205, -0.538], [2.809, 1.934, -1.763], [-2.555, -3.269, 0.034], [3.563, -4.187, 7.247], [-0.682, -2.137, -3.265], [0.076, 0.669, 4.089], [-1.908, -2.911, 5.504], [-4.334, 0.400, 0.589], [1.833, 3.311, 2.063], [-1.070, 1.271, -2.502], [1.663, 1.237, 3.564], [-1.852, 3.330, 2.232], [-0.272, -3.383, 0.115], [-1.467, 3.189, 3.942], [-0.092, -3.756, 6.543], [3.227, -0.718, 2.800], [-1.845, -3.089, 3.755], [1.755, -2.575, -2.848], [4.366, -1.980, 3.292], [-1.019, 2.746, -0.488], [2.078, -0.437, -2.860], [-2.010, -0.140, -1.992], [0.819, 4.217, 3.198], [0.864, -0.632, -4.147], [2.334, -5.423, 6.993], [3.334, -3.262, 0.180], [0.652, -3.879, -2.468], [1.095, 5.747, -2.708], [3.028, 4.160, -2.808], [-3.436, -3.502, 1.563], [3.284, -2.234, 1.919], [-2.997, 2.433, 0.398], [-1.401, -0.036, -3.652], [5.109, 0.981, 1.224], [1.163, -3.640, 1.101], [-3.460, 1.894, -1.093], [1.992, -4.057, 8.045], [0.704, 2.216, 4.689], [0.778, -4.778, -0.215], [0.353, 4.113, 1.500], [-1.775, -2.848, 1.584], [-2.052, 1.764, 3.075], [3.025, -4.365, -1.175], [1.077, 0.932, -3.366], [-1.707, -1.489, 4.482], [-0.717, -1.493, 2.488], [-0.966, -2.180, -1.525]], "forces_ev_per_a": [[-0.6, 0.0, 0.3], [0.0, 0.0, 0.0], [0.0, 0.0, 0.0], [0.1, 0.0, 0.0], [0.0, 0.1, 0.0], [-0.1, 0.0, -0.1], [0.4, 0.0, -0.1], [0.0, 0.1, -0.1], [-0.1, 0.1, 0.1], [0.1, -0.1, 0.0], [0.0, 0.0, -0.1], [-0.1, -0.1, 0.1], [0.2, 0.1, 0.0], [-0.1, 0.0, 0.0], [0.0, 0.0, 0.0], [0.0, 0.0, 0.0], [0.0, 0.0, 0.0], [0.0, 0.0, 0.0], [0.0, -0.1, 0.0], [0.0, 0.0, 0.0], [0.0, 0.0, 0.0], [0.0, 0.0, 0.0], [0.0, 0.0, 0.0], [0.0, 0.0, 0.0], [0.0, 0.0, 0.0], [-0.1, -0.1, 0.0], [0.0, 0.0, 0.0], [0.0, 0.0, 0.0], [0.0, -0.1, 0.0], [0.0, 0.0, 0.0], [0.0, 0.0, 0.0], [0.0, 0.0, 0.0], [0.1, 0.1, 0.1], [0.0, 0.0, 0.0], [0.0, 0.0, 0.0], [0.0, 0.0, 0.1], [0.0, 0.0, 0.0], [0.0, -0.1, 0.0], [0.0, 0.0, 0.0], [0.0, 0.0, 0.0], [0.0, -0.1, 0.0], [0.0, 0.0, 0.0], [0.0, 0.0, 0.0], [0.0, 0.0, 0.0], [0.0, 0.0, 0.0], [0.0, 0.0, 0.0], [0.0, 0.0, 0.0], [0.0, 0.0, 0.0], [0.0, 0.0, 0.0], [0.0, 0.0, 0.0], [0.0, 0.0, 0.0], [0.0, 0.0, 0.0], [0.0, 0.0, 0.0], [0.0, 0.0, 0.0], [0.0, 0.0, 0.0], [0.0, 0.0, 0.0], [-0.1, 0.0, -0.1], [0.0, 0.0, 0.0], [0.0, 0.0, 0.0], [0.0, 0.0, 0.0], [0.0, 0.0, 0.0], [0.0, 0.0, 0.0], [0.0, 0.0, 0.0], [0.0, 0.0, 0.0], [0.2, 0.0, -0.1], [0.0, 0.0, 0.0], [0.1, 0.0, -0.1], [0.0, 0.0, 0.0], [0.0, 0.0, 0.0], [0.0, 0.0, 0.0], [0.0, 0.0, -0.1], [0.0, 0.0, 0.0], [0.0, 0.0, 0.0], [0.0, 0.0, 0.0], [0.0, 0.0, 0.0], [0.0, 0.1, 0.1], [-0.1, 0.1, 0.1], [0.0, 0.0, 0.0], [0.0, 0.0, 0.0], [0.0, 0.0, 0.0], [0.0, 0.0, 0.0], [0.0, 0.0, 0.0], [0.0, 0.0, 0.0], [0.0, 0.0, 0.0], [0.0, 0.0, 0.0], [0.0, 0.0, -0.1], [0.0, 0.0, 0.0], [0.0, 0.0, 0.0], [0.0, 0.0, 0.0], [0.0, 0.0, 0.0], [0.0, 0.1, 0.0], [0.0, 0.0, 0.0]]}

***

Entry 4:
{"formula": "C2H3NOS2", "method": "the ωB97M-V functional and the def2-TZVPD basis", "energy_ev": -27327.37243, "homo_energy_ev": [-7.914, -7.914], "max_force_ev_per_a": 2.5, "relative_energy_ev": 3.405, "charge": 0, "species": ["S", "S", "O", "N", "C", "C", "H", "H", "H"], "xyz": [[-0.990, -0.796, 0.403], [-2.085, -0.027, -1.682], [1.398, 0.113, 0.512], [-0.723, 0.618, 1.140], [0.558, 0.951, 1.066], [0.692, -1.062, 0.217], [-1.047, -0.214, -2.494], [1.312, -1.523, -0.592], [0.885, 1.941, 1.430]], "forces_ev_per_a": [[1.7, -0.8, -1.7], [-0.3, 0.0, 0.6], [-1.0, 0.3, 0.3], [1.8, 1.5, 0.7], [-2.0, 0.6, 0.4], [0.7, -0.2, -1.0], [0.4, -0.1, 0.1], [-1.3, -0.4, 0.9], [0.1, -0.9, -0.3]]}

***

Look up the charge of the fourth one.
0